ORCA calculation (ωB97M-V/def2-TZVPD) on a 7-piece molecular cluster, C25H70N6O7 overall at a distorted geometry.

Structure (XYZ):
```
108
Properties=species:S:1:pos:R:3:forces:R:3
C -16.210 4.919 19.110 0.7320 -0.5895 -0.5957
O -16.357 4.242 17.852 0.0765 -0.0340 0.9149
H -17.047 4.761 19.790 -0.1033 -0.0326 -0.0983
H -15.309 4.492 19.550 -0.0477 0.1392 0.2290
H -16.064 5.985 18.939 -0.0165 0.0912 0.1780
H -17.063 4.731 17.423 -0.2961 0.2897 -0.7643
C -19.713 4.770 18.084 -0.3201 0.4892 -1.3470
C -19.551 5.873 16.946 -0.4005 -0.2775 0.5062
C -20.488 7.116 17.060 -0.7702 -1.5076 1.0419
O -21.905 6.847 16.998 1.3141 0.7342 -0.5011
C -22.301 6.106 15.862 -0.8859 -0.9014 1.0547
N -18.171 6.317 16.935 0.9255 0.1548 0.6640
H -20.738 4.400 18.076 -0.1500 0.2648 0.2222
H -19.424 5.068 19.092 -0.1135 0.4530 -0.0937
H -19.119 3.889 17.841 0.2460 0.1591 -0.1552
H -19.701 5.370 15.991 -0.3208 -0.0866 -0.0505
H -20.180 7.880 16.346 -0.0699 0.0418 -0.2873
H -20.365 7.482 18.079 0.1949 0.3866 -0.0238
H -22.161 5.056 16.119 0.3750 -0.3388 -0.5313
H -21.841 6.339 14.902 0.1574 0.3293 0.1141
H -23.387 6.196 15.834 0.0029 0.3378 -0.4271
H -17.938 7.092 16.331 -0.4382 -0.1614 -0.8379
H -17.946 6.738 17.825 0.0230 -0.0844 0.7766
C -9.590 3.276 18.585 -0.7630 -0.2431 1.4189
C -9.884 4.282 17.488 0.5611 -0.3628 1.3095
C -10.156 5.711 18.061 -0.2554 -0.4512 0.4753
O -11.118 5.714 19.129 -0.1882 0.0642 -1.0533
C -12.453 5.688 18.675 -0.6002 -0.2751 -0.2127
N -8.685 4.275 16.666 0.6240 1.2301 -0.8851
H -10.406 3.081 19.280 -0.4007 0.0416 -0.1777
H -8.808 3.630 19.256 0.3544 0.1673 -0.2204
H -9.288 2.305 18.194 0.0001 0.0638 -0.2402
H -10.760 3.946 16.933 0.0335 0.1081 -0.2770
H -10.436 6.391 17.257 -0.3355 0.0178 -0.1646
H -9.304 6.187 18.546 0.5466 -0.4988 -0.1928
H -12.749 6.486 17.993 0.4369 0.7928 0.1509
H -13.119 5.714 19.537 0.1648 -0.0257 0.0292
H -12.721 4.828 18.060 0.2718 -0.6767 0.2825
H -8.128 3.437 16.760 -0.6021 -0.6264 -0.1343
H -8.038 4.921 17.096 0.0893 0.6588 -0.1319
C -18.061 2.527 15.538 0.4429 -0.5402 0.1838
C -19.075 1.594 14.884 0.2544 1.7830 0.7786
C -19.514 2.223 13.554 -0.1576 0.3791 1.2372
O -20.505 3.260 13.822 1.2892 -1.9124 1.1294
C -20.780 3.984 12.699 -0.7703 0.9608 -0.9029
N -18.461 0.316 14.626 -0.6797 -0.5412 -0.5515
H -17.121 2.392 15.002 0.1085 0.4344 -0.2815
H -17.805 2.211 16.550 -0.2696 0.0218 0.2302
H -18.373 3.570 15.569 0.0274 -0.0824 -0.1510
H -19.921 1.541 15.569 -0.4573 -0.1317 -0.0994
H -19.867 1.444 12.879 -0.4185 0.1586 -0.2327
H -18.590 2.649 13.164 -0.1185 0.2716 -0.5516
H -21.099 3.315 11.900 0.2660 0.1437 -0.5163
H -19.963 4.654 12.432 0.3922 -0.2241 -0.4706
H -21.617 4.660 12.876 -0.2145 -0.1216 0.3241
H -18.104 -0.130 15.459 0.1845 0.2674 0.3138
H -19.276 -0.233 14.391 0.1830 -0.8416 -0.4187
C -13.183 2.071 16.406 -0.1288 -1.0820 -0.8409
C -14.225 0.916 16.605 0.4065 1.1131 0.2152
C -13.515 -0.433 16.821 0.5859 0.8581 -0.1554
O -12.721 -0.787 15.670 -0.7830 0.2712 0.8138
C -13.464 -1.519 14.737 0.1460 -1.0493 -0.1505
N -15.038 1.295 17.748 -0.1328 -0.8025 0.8762
H -12.619 2.225 17.326 -0.1030 -0.2035 0.1691
H -13.559 3.046 16.094 -0.5818 -0.1502 0.1038
H -12.482 1.771 15.627 0.1537 -0.0218 0.0293
H -14.971 0.742 15.829 0.6739 0.3815 -1.1527
H -14.238 -1.208 17.074 -0.1516 -0.2174 -0.2017
H -12.841 -0.356 17.674 0.1597 0.0897 -0.0317
H -12.764 -1.971 14.035 0.0076 0.3410 -0.2131
H -14.261 -0.997 14.208 0.1432 0.4967 -0.0442
H -13.940 -2.372 15.220 -0.1936 -0.1909 0.2407
H -15.830 0.669 17.724 -0.3315 -0.0926 0.4910
H -15.438 2.215 17.631 0.0855 0.3775 -0.1080
C -18.058 4.409 22.411 0.2977 -1.1573 0.1784
C -18.916 4.725 23.606 -0.5989 0.6049 0.5333
C -18.496 4.070 24.926 0.5658 -0.8310 0.0790
O -19.351 4.404 26.007 -0.2733 -0.2654 0.9088
C -19.012 3.751 27.269 -0.2264 0.2859 -1.0540
N -18.905 6.136 23.868 0.0413 1.3450 0.3706
H -17.005 4.628 22.588 0.0021 0.1484 0.0383
H -18.369 4.884 21.481 -0.2124 0.3099 0.2741
H -18.147 3.337 22.234 0.2050 -0.1738 -0.1881
H -19.957 4.486 23.391 -0.1483 -0.9074 -0.0629
H -17.484 4.359 25.208 0.3102 0.3420 -0.2797
H -18.451 2.988 24.799 -0.2208 -0.3727 -0.0521
H -19.742 4.015 28.034 -0.1562 0.2400 -0.3770
H -18.033 4.038 27.651 0.2024 0.1680 -0.2661
H -19.036 2.667 27.160 0.0367 -0.1271 -0.1636
H -19.294 6.656 23.094 0.0619 0.0235 -0.3183
H -19.574 6.267 24.614 0.0716 0.3872 0.4055
C -15.541 8.822 17.970 -0.3232 0.1502 -0.4231
C -16.733 9.392 18.712 0.2748 0.6279 1.3512
C -17.790 9.996 17.792 -0.2841 0.1863 0.5067
O -18.700 10.857 18.498 0.1343 -1.0961 0.1270
C -19.863 11.142 17.740 0.4013 0.6694 0.0346
N -17.212 8.411 19.686 -0.6488 -0.8357 -0.5094
H -14.785 8.399 18.632 -0.0524 0.1975 0.1920
H -15.108 9.654 17.414 0.2722 -0.2695 -0.2254
H -15.832 8.014 17.300 -0.0289 0.0299 -0.2323
H -16.345 10.197 19.337 0.1200 0.7439 -0.3823
H -18.359 9.209 17.298 -0.0560 -0.1953 -0.1299
H -17.292 10.610 17.042 0.1858 -0.0804 -0.2763
H -20.489 10.294 17.460 0.1699 -0.4379 0.2814
H -19.560 11.631 16.814 -0.1031 0.2130 -0.2301
H -20.453 11.838 18.335 0.0003 -0.0552 -0.0846
H -17.925 8.769 20.305 -0.1568 0.3025 -0.1251
H -16.433 8.165 20.280 0.0664 -0.1561 0.0726
```
Forces are in eV/Å.

- Total energy: -50328.591 eV
- Energy above the lowest of the compared OMol25 structures with the same formula, charge and spin: 200.5 kJ/mol
- SMILES: COC[C@H](C)N.COC[C@H](C)N.COC[C@H](C)N.COC[C@H](C)N.COC[C@H](C)N.COC[C@H](C)N.CO
- Spin multiplicity: 1
- HOMO energy: -8.8 eV
- Net charge: 0
- Kohn-Sham gap: 9.4 eV